Molecular formula: C11H23N3O6Ru
Method: DFT, ωB97M-V/def2-TZVPD

```
44
C11H23N3O6Ru (ωB97M-V/def2-TZVPD)
O -3.017 -0.846 0.749
H -3.550 -1.711 0.686
Ru 0.875 -0.207 -0.504
N 0.844 0.732 -2.283
N 0.842 1.753 -0.106
O 0.337 0.201 -3.509
O 0.807 2.355 1.160
C 1.107 2.038 -2.364
C 1.019 2.671 -1.080
C 1.341 2.680 -3.698
C 1.192 4.142 -0.786
H 0.836 2.096 -4.485
H 2.428 2.739 -3.901
H 0.950 3.721 -3.680
H 1.424 4.304 0.277
H 0.269 4.723 -1.026
H 2.013 4.568 -1.400
H 0.015 -0.703 -3.284
H 0.244 1.749 1.698
O 2.713 -0.078 0.609
H 3.373 -0.778 0.428
H 3.112 0.804 0.722
C -3.667 0.794 1.332
H -4.211 0.260 2.139
H -4.140 1.170 0.387
H -2.802 1.327 1.683
O -0.874 -0.573 -1.012
H -2.265 -1.110 0.128
H -1.311 -0.032 -1.697
O -0.578 0.130 1.660
C 0.013 -0.821 2.517
C 0.192 -2.129 1.809
C 0.189 -3.351 2.480
C 0.138 -4.511 1.756
C 0.163 -4.436 0.369
C 0.231 -3.200 -0.253
N 0.450 -2.092 0.493
H -1.562 0.075 1.651
H -0.608 -0.895 3.406
H 0.966 -0.374 2.790
H 0.169 -3.368 3.540
H 0.129 -5.485 2.211
H 0.056 -5.301 -0.281
H 0.148 -3.033 -1.332
```

Values from the calculation:
HOMO (alpha / beta)	-8.40 / -11.55	eV
LUMO (alpha / beta)	-3.098 / -4.424	eV
relative energy (zero: lowest compared OMol25 entry of this formula, charge and spin)	25.8	kcal/mol
frontier orbital gap (alpha / beta)	0.1948 / 0.2620	Eh
net charge	+1
2S+1	6
<S²>	8.773